The following is a DFT calculation (ωB97M-V with the def2-TZVPD basis set) of C23H30N2O4STa as an isolated structure at a distorted geometry.

Its total energy is -47891.8687 eV. For the LUMO energy, the calculation gives 1.45 eV. Its charge is -1. As for the HOMO energy: -6.57 eV. As for the HOMO-LUMO gap: 0.2946 Ha.

Last column: Mulliken charge in e.
Positions of all 61 atoms, in Å:
N 0.72461 -7.00161 0.59579  -0.53
C 1.81284 -6.70917 0.87875  0.59
O 3.02157 -6.29697 0.85600  -0.64
Ta 3.36205 -4.39708 1.73712  1.03
C 3.79789 -2.45657 2.76202  -1.14
C 2.65081 -1.87792 3.61631  -0.75
C 1.60590 -1.16941 2.80057  0.63
N 0.29906 -1.63061 2.98837  -0.55
O 1.84718 -0.22084 2.08741  -0.51
C 2.05231 -3.42725 0.09477  -0.91
S 2.90471 -2.61795 -1.18575  0.79
O 2.19144 -2.71992 -2.43922  -0.62
O 3.35555 -1.32187 -0.75712  -0.55
H 1.86940 -4.62896 2.84532  -0.32
H 4.39263 -5.21562 3.02963  -0.08
H 4.82422 -4.11960 0.62327  -0.27
H 4.62368 -2.64107 3.45309  0.51
H 4.16279 -1.72333 2.04023  0.39
H 2.18514 -2.68028 4.18295  0.38
H 3.04106 -1.15147 4.33191  0.31
H -0.26610 -1.37526 2.18532  0.27
H 0.27921 -2.63715 3.11805  0.33
H 1.52797 -4.25242 -0.39921  0.46
H 1.28994 -2.74157 0.45973  0.06
H 3.99624 -3.40359 -1.29860  0.08
C 0.25769 2.74840 1.85585  -0.36
C 0.01189 4.09108 1.60127  -0.40
C -0.90084 4.79308 2.37822  -0.46
C -1.56869 4.15285 3.41298  -0.49
C -1.32241 2.81027 3.66759  -0.55
C -0.41128 2.10880 2.88896  -0.01
H 0.96872 2.19221 1.25934  0.45
H 0.53412 4.59129 0.79516  0.35
H -1.09389 5.83984 2.17726  0.52
H -2.28068 4.70016 4.01845  0.37
H -1.84100 2.30847 4.47490  0.37
H -0.21632 1.06529 3.08601  0.17
C -3.46726 6.39892 0.30092  -0.26
C -2.67994 7.49938 -0.00647  -0.35
C -3.27344 8.71862 -0.30218  -0.41
C -4.65595 8.83851 -0.28834  -0.36
C -5.44402 7.73853 0.01990  -0.32
C -4.84979 6.51900 0.31297  -0.53
H -3.00305 5.44909 0.53147  0.43
H -1.60143 7.40537 -0.01583  0.39
H -2.65823 9.57549 -0.54499  0.35
H -5.11921 9.78951 -0.51801  0.35
H -6.52237 7.83198 0.03165  0.36
H -5.46367 5.66026 0.55140  0.36
C -1.12183 -5.05037 -6.93710  -0.41
C -1.50103 -3.84186 -6.36966  -0.30
C -0.79257 -3.32812 -5.29169  -0.54
C 0.29867 -4.01620 -4.77777  -0.22
C 0.67506 -5.22452 -5.34886  -0.51
C -0.03304 -5.74224 -6.42509  -0.32
H -1.67504 -5.45333 -7.77642  0.34
H -2.35019 -3.30044 -6.76814  0.35
H -1.08972 -2.38689 -4.84732  0.38
H 0.85227 -3.61377 -3.93926  0.59
H 1.52426 -5.76396 -4.94965  0.37
H 0.26211 -6.68719 -6.86420  0.35

The following is a DFT calculation (ωB97M-V with the def2-TZVPD basis set) of a single C23H30N2O5S molecule at a distorted geometry.

Its total energy is -48392.2433 eV. For the LUMO energy, the calculation gives 0.72 eV. Its charge is 0. The value obtained for the energy above the lowest of the compared OMol25 structures with the same formula, charge and spin is 0.015 eV. As for the HOMO energy: -7.79 eV. As for the HOMO-LUMO gap: 0.3128 Ha.

Last column: Mulliken charge in e.
Positions of all 61 atoms, in Å:
C 2.25466 -3.84980 1.73233  -1.11
C 2.54679 -2.38014 1.96212  -0.27
O 1.99599 -1.62647 0.87888  -0.21
C 2.15667 -0.30417 0.93655  -0.48
O 2.71298 0.25972 1.84247  -0.66
C 1.56461 0.36342 -0.29135  2.82
C 1.46189 1.88461 -0.11586  -0.04
C 1.96790 2.62681 -1.35490  -1.43
N 1.41850 2.02489 -2.54739  0.33
C 0.59683 2.59247 -3.44374  0.80
O 0.16724 1.96413 -4.40164  -0.73
C 0.25061 4.06191 -3.29840  -1.23
S -0.67904 4.51610 -1.79653  -0.14
C -2.26201 3.64422 -2.07597  -1.01
C -2.18713 2.19465 -1.79223  0.69
N -1.89030 1.71871 -0.54534  -0.39
C -1.93610 0.42126 -0.64312  0.37
C -1.66726 -0.52271 0.41697  -0.11
C -1.33549 -0.05626 1.68781  -0.72
C -1.03665 -0.93567 2.70770  -0.19
C -1.06480 -2.30938 2.47553  0.35
O -0.75817 -3.27421 3.38274  -0.42
C -0.50797 -2.92714 4.73072  -0.42
C -1.78601 -2.60986 5.50065  -1.17
C -1.40554 -2.77658 1.20238  -0.43
C -1.70139 -1.89927 0.18624  -0.25
O -2.24774 0.00128 -1.89060  -0.37
C -2.40809 1.13018 -2.62560  0.52
C -2.74442 1.02190 -4.06419  -1.61
C 1.74755 0.62074 -2.75849  -0.74
C 2.40016 0.00862 -1.52694  -1.69
H 2.71578 -4.43862 2.52005  0.39
H 1.18302 -4.02353 1.74051  0.17
H 2.65478 -4.16404 0.77229  0.35
H 2.10105 -2.02596 2.89776  0.21
H 3.62505 -2.18808 2.00843  0.46
H 0.57390 -0.07453 -0.43400  -1.04
H 2.05194 2.18890 0.75000  0.48
H 0.42160 2.16071 0.06294  0.02
H 1.67514 3.67202 -1.29002  0.68
H 3.06110 2.58181 -1.41194  0.27
H -0.35006 4.34720 -4.16345  0.54
H 1.15399 4.67171 -3.27328  0.40
H -2.56939 3.82903 -3.10421  0.30
H -2.94788 4.13088 -1.38172  0.42
H -1.30950 1.00796 1.85859  0.45
H -0.77512 -0.53601 3.67450  0.48
H -0.03049 -3.81614 5.15253  0.41
H 0.20181 -2.09320 4.79280  0.28
H -1.54562 -2.40386 6.53988  0.40
H -2.29083 -1.74541 5.07634  0.31
H -2.46311 -3.45917 5.45574  0.31
H -1.42816 -3.84275 1.03853  0.49
H -1.95719 -2.26915 -0.79487  0.51
H -3.08040 0.01229 -4.28389  0.36
H -1.85705 1.23917 -4.66144  0.25
H -3.52570 1.73123 -4.32909  0.38
H 0.81934 0.09070 -2.99837  0.37
H 2.40570 0.53419 -3.63157  0.41
H 3.42152 0.37290 -1.40593  0.47
H 2.44046 -1.07423 -1.64790  0.41

The following is a DFT calculation (ωB97M-V with the def2-TZVPD basis set) of a single C23H30N4O4 molecule at a distorted geometry.

Its total energy is -38486.0993 eV. For the LUMO energy, the calculation gives 0.26 eV. Its charge is 0. The value obtained for the energy above the lowest of the compared OMol25 structures with the same formula, charge and spin is 3.871 eV. As for the HOMO energy: -7.60 eV. As for the HOMO-LUMO gap: 0.2887 Ha.

Last column: Mulliken charge in e.
Positions of all 61 atoms, in Å:
C -5.23627 -2.43707 -1.50258  -0.92
O -5.16732 -1.18364 -0.86661  -0.46
C -3.94425 -0.60757 -0.71503  0.44
C -2.75205 -1.18000 -1.12224  -0.68
C -1.54751 -0.52944 -0.89543  -1.00
C -0.26105 -1.24297 -1.27817  0.34
C -0.07051 -2.40662 -0.33175  -0.36
C -0.73167 -3.60772 -0.58516  -0.78
N -1.28904 -4.59676 -0.78166  -0.69
C 0.62821 -2.23515 0.81932  0.87
N 0.77344 -3.20962 1.77364  -0.52
N 1.36237 -1.06860 1.03558  1.27
N 1.74445 -0.85103 2.36047  -0.75
C 1.25421 0.38237 2.93174  -0.88
C 3.10312 -1.20063 2.73368  -1.20
C 1.65980 -0.24960 -0.04259  0.53
C 0.94792 -0.35140 -1.18990  -0.73
C 1.28358 0.40553 -2.39085  1.05
O 0.67332 0.27404 -3.43412  -0.67
C 2.42328 1.39875 -2.26852  -1.32
C 3.48967 0.96378 -1.26511  2.16
C 4.53408 2.07026 -1.10073  -2.14
C 4.18094 -0.31351 -1.74569  -1.78
C 2.79757 0.71870 0.08361  -1.76
C -1.55080 0.70825 -0.28138  -0.12
C -2.74057 1.32265 0.10053  1.08
O -2.77236 2.57751 0.67363  -0.52
C -1.58035 3.31238 0.74660  -0.80
C -3.95563 0.65789 -0.09118  0.71
O -5.20459 1.11051 0.23061  -0.50
C -5.37228 2.10828 1.20882  -0.78
H -4.87154 -2.38586 -2.53343  0.35
H -4.67119 -3.20067 -0.95794  0.38
H -6.29207 -2.70344 -1.50715  0.23
H -2.74021 -2.14416 -1.60284  0.53
H -0.36454 -1.59826 -2.30927  0.91
H 1.00465 -2.86989 2.69470  0.21
H 0.09403 -3.95294 1.73357  0.28
H 1.86824 1.25932 2.68746  0.23
H 1.23754 0.26921 4.01601  0.41
H 0.23581 0.54822 2.58322  0.30
H 3.08732 -1.58111 3.75743  0.40
H 3.46342 -1.98943 2.07666  0.36
H 3.80142 -0.35497 2.70538  0.42
H 2.85286 1.55246 -3.25979  0.40
H 1.98468 2.35067 -1.95107  0.32
H 4.07264 2.99461 -0.75866  0.44
H 5.29402 1.77771 -0.37874  0.42
H 5.02553 2.26711 -2.05007  0.45
H 3.46459 -1.12222 -1.86799  0.36
H 4.66312 -0.13987 -2.70443  0.46
H 4.94173 -0.62835 -1.03367  0.41
H 3.53706 0.35459 0.79385  0.28
H 2.41375 1.67640 0.45491  0.45
H -0.61405 1.21601 -0.12267  0.27
H -1.86464 4.28878 1.13787  0.28
H -0.85664 2.85278 1.43057  0.22
H -1.12076 3.43827 -0.23932  0.35
H -4.80721 1.88344 2.11726  0.30
H -5.08078 3.09498 0.84157  0.22
H -6.43848 2.10701 1.43703  0.30